1.
DFT (wB97M-V/def2-TZVPD) results for C43H55InNO5PS6Si as an isolated structure.

Calculated values
- LUMO: -0.11 eV
- Maximum force: 0.8 eV/Å
- HOMO-LUMO gap: 6.70 eV
- E_tot: -5312.8208 Ha

Last column: Mulliken charge in e.
Geometry (Å):
In: -0.29 0.04 0.18  1.256
O: -0.07 -1.41 2.80  -0.503
C: -0.86 -0.73 2.22  -0.334
C: -2.17 -0.31 2.83  0.420
C: -2.24 -0.34 4.22  -0.860
C: -3.40 0.03 4.87  -0.682
C: -4.52 0.40 4.12  -0.883
C: -4.44 0.44 2.74  0.050
C: -3.26 0.11 2.07  -0.419
P: -3.20 0.20 0.24  2.399
C: -4.18 -1.27 -0.24  0.945
C: -4.47 -2.28 0.67  -0.873
C: -5.04 -3.47 0.24  -0.797
C: -5.33 -3.66 -1.10  -0.728
C: -5.05 -2.65 -2.02  -1.217
C: -4.46 -1.47 -1.59  -0.220
C: -4.25 1.67 -0.07  0.105
C: -5.19 1.74 -1.10  -0.574
C: -5.85 2.93 -1.38  -0.658
C: -5.56 4.08 -0.65  -0.639
C: -4.63 4.02 0.38  -0.690
C: -3.97 2.83 0.65  -0.576
H: -1.37 -0.67 4.77  0.534
H: -3.45 0.02 5.95  0.420
H: -5.44 0.66 4.62  0.429
H: -5.32 0.73 2.17  0.580
H: -4.23 -2.16 1.72  0.325
H: -5.24 -4.26 0.95  0.474
H: -5.76 -4.60 -1.44  0.405
H: -5.28 -2.79 -3.07  0.432
H: -4.20 -0.72 -2.32  0.467
H: -5.45 0.86 -1.66  0.392
H: -6.58 2.97 -2.18  0.429
H: -6.07 5.01 -0.87  0.391
H: -4.40 4.90 0.96  0.417
H: -3.21 2.81 1.43  0.474
O: -1.57 2.82 -0.69  0.065
C: -1.55 3.39 -2.00  -0.608
C: -0.15 3.49 -2.59  -1.353
C: 0.65 2.19 -2.47  0.825
C: -0.11 1.06 -3.08  -0.016
C: -0.25 0.98 -4.47  -0.933
C: -1.03 -0.03 -5.01  -0.949
C: -1.65 -0.92 -4.15  -1.331
C: -1.44 -0.78 -2.80  -0.992
N: -0.67 0.18 -2.26  1.329
H: -0.96 3.29 -0.12  0.176
H: -2.03 4.37 -2.00  0.445
H: -2.17 2.72 -2.60  0.289
H: 0.42 4.28 -2.07  0.344
H: -0.24 3.79 -3.63  0.497
H: 0.85 1.95 -1.43  -1.316
H: 1.61 2.32 -2.99  0.893
H: 0.25 1.70 -5.09  0.617
H: -1.14 -0.11 -6.09  0.446
H: -2.28 -1.72 -4.52  0.587
H: -1.89 -1.48 -2.11  0.541
C: 2.57 -1.43 -2.30  -1.376
C: 3.11 -1.18 -0.90  1.742
C: 2.95 -2.40 -0.01  -0.768
C: 4.57 -0.76 -0.98  -1.481
O: 2.31 -0.06 -0.38  0.508
Si: 2.68 0.89 0.95  -0.564
S: 0.95 2.07 1.10  -0.917
O: 2.89 -0.14 2.19  1.083
C: 3.66 -0.12 3.39  1.596
C: 5.14 -0.31 3.06  -1.311
C: 3.44 1.20 4.12  -1.439
C: 3.14 -1.29 4.22  -1.507
O: 4.06 1.74 0.81  0.360
C: 4.48 2.95 0.16  1.712
C: 4.17 4.12 1.09  -1.659
C: 5.98 2.80 -0.05  -1.786
C: 3.77 3.13 -1.17  -1.144
H: 3.12 -2.24 -2.77  0.528
H: 2.68 -0.53 -2.91  0.314
H: 1.52 -1.72 -2.25  -0.013
H: 3.50 -3.24 -0.44  0.601
H: 1.90 -2.68 0.06  -0.228
H: 3.32 -2.19 0.99  -0.285
H: 5.16 -1.59 -1.38  0.591
H: 4.96 -0.51 0.01  0.152
H: 4.70 0.10 -1.63  0.274
H: 5.50 0.51 2.45  -0.008
H: 5.28 -1.25 2.51  0.245
H: 5.72 -0.36 3.97  0.561
H: 3.84 2.03 3.54  0.107
H: 3.94 1.19 5.09  0.534
H: 2.37 1.36 4.28  0.228
H: 3.31 -2.23 3.70  0.317
H: 2.07 -1.18 4.39  0.171
H: 3.66 -1.33 5.18  0.443
H: 4.73 4.01 2.03  0.368
H: 3.11 4.14 1.33  0.240
H: 4.45 5.06 0.62  0.435
H: 6.47 2.64 0.91  0.339
H: 6.39 3.70 -0.51  0.436
H: 6.18 1.95 -0.69  0.357
H: 2.73 3.41 -1.01  0.107
H: 3.79 2.20 -1.74  0.007
H: 4.26 3.91 -1.75  0.659
C: -0.48 -5.26 -3.01  -0.587
S: 1.01 -5.01 -2.01  -0.055
C: 0.31 -5.16 -0.41  0.371
C: -0.44 -4.23 0.23  -0.658
S: -0.98 -2.68 -0.31  -0.174
S: -1.09 -4.76 1.77  0.123
C: -0.48 -6.38 1.78  -0.008
S: -0.79 -7.46 2.97  -0.256
S: 0.48 -6.71 0.39  -0.201
H: -0.18 -5.17 -4.05  0.362
H: -1.21 -4.48 -2.76  -0.022
H: -0.89 -6.25 -2.82  0.332

---

2.
DFT (wB97M-V/def2-TZVPD) results for C18H37OP3RhS as an isolated structure.

Calculated values
- LUMO (spin up / spin down): -8.58 / -13.04 eV
- Maximum force: 5.1 eV/Å
- Spin multiplicity: 5
- ⟨S²⟩: 6.03
- HOMO-LUMO gap (spin up / spin down): 6.24 / 5.16 eV
- E_tot: -2314.8950 Ha
- Total charge: +3

Last column: Mulliken charge in e.
Geometry (Å):
Rh: 0.89 -0.04 0.85  0.303
P: -0.20 1.83 1.89  1.055
P: -1.67 -1.05 0.81  1.318
P: 3.04 0.75 1.11  1.358
H: 0.15 0.31 -1.70  -0.303
C: 1.05 0.12 -1.10  -0.334
C: 1.45 -1.21 -0.63  -0.259
H: 2.49 -1.46 -0.87  0.062
C: -0.47 3.08 0.62  -1.188
C: -1.82 1.80 2.80  -1.222
C: 0.76 2.68 3.23  -1.285
C: -1.99 -2.66 -0.02  -1.497
C: -2.39 -1.42 2.46  -1.299
C: -2.95 0.00 0.01  -1.036
C: 4.45 -0.14 0.36  -1.326
C: 3.57 0.82 2.84  -1.409
C: 3.14 2.43 0.49  -1.348
H: 1.86 0.83 -1.37  0.547
H: 0.70 -2.03 -0.55  0.032
H: -0.87 3.98 1.09  0.453
H: -1.20 2.71 -0.11  0.265
H: 0.46 3.32 0.11  0.301
H: -1.94 2.79 3.27  0.548
H: -1.80 1.03 3.59  0.373
H: -2.67 1.63 2.13  0.214
H: 0.09 3.42 3.69  0.557
H: 1.65 3.18 2.82  0.271
H: 1.05 1.93 3.99  0.406
H: -2.85 -3.16 0.46  0.596
H: -1.12 -3.32 0.09  0.415
H: -2.20 -2.53 -1.08  0.297
H: -3.12 -0.65 2.74  0.436
H: -1.60 -1.47 3.21  0.314
H: -2.89 -2.40 2.41  0.469
H: -3.85 -0.60 -0.18  0.460
H: -2.58 0.39 -0.95  -0.013
H: -3.23 0.85 0.63  0.360
H: 5.23 0.56 0.04  0.452
H: 4.06 -0.68 -0.50  0.299
H: 4.96 -0.82 1.06  0.439
H: 4.66 0.89 2.81  0.446
H: 3.25 -0.09 3.36  0.388
H: 3.15 1.70 3.35  0.437
H: 4.16 2.60 0.13  0.486
H: 2.92 3.15 1.27  0.305
H: 2.45 2.61 -0.33  0.343
C: -0.91 -2.58 -4.02  -0.118
C: -1.11 -1.49 -3.17  0.394
C: -1.92 -0.42 -3.56  -0.345
C: -2.80 -0.61 -4.63  -0.583
C: -2.73 -1.79 -5.40  -0.609
C: -1.74 -2.75 -5.13  -0.257
S: 0.43 -3.65 -3.73  -0.025
H: 1.38 -2.83 -4.14  0.267
H: -0.57 -1.46 -2.21  0.294
H: -1.83 0.57 -3.09  0.518
H: -3.56 0.16 -4.84  0.441
H: -3.44 -1.96 -6.20  0.443
H: -1.58 -3.63 -5.75  0.474
O: 1.10 -1.94 3.26  -0.222
C: 1.08 -1.31 2.29  -0.160

---

3.
DFT (wB97M-V/def2-TZVPD) results for one molecule with the formula C8H12O4.

Calculated values
- LUMO (spin up / spin down): 0.62 / 0.62 eV
- Maximum force: 4.1 eV/Å
- HOMO-LUMO gap (spin up / spin down): 7.96 / 7.96 eV
- E_tot: -612.8569 Ha

Last column: Mulliken charge in e.
Geometry (Å):
C: 0.47 1.69 -0.14  1.097
C: -2.32 0.63 -0.46  -0.758
C: -0.78 -0.87 -1.77  -0.857
C: -0.36 0.97 0.81  -0.790
C: -1.95 -0.86 -0.77  0.414
C: -0.02 -1.19 0.27  0.990
C: 1.94 1.67 0.16  -1.323
C: 0.88 -1.68 1.32  -1.187
O: 0.13 2.16 -1.23  -0.706
O: -1.72 0.98 0.85  -0.500
O: 0.37 -1.17 -1.01  -0.387
O: -1.37 -1.36 0.35  -0.386
H: -1.95 1.24 -1.24  0.392
H: -3.41 0.65 -0.19  0.355
H: -0.70 -1.53 -2.57  0.342
H: -0.47 0.09 -2.18  0.335
H: 0.12 0.81 1.73  0.729
H: -2.91 -1.51 -0.94  0.380
H: 2.34 2.59 0.49  0.421
H: 2.52 1.57 -0.78  0.301
H: 2.17 0.88 0.78  0.242
H: 1.00 -2.86 1.27  0.339
H: 0.42 -1.48 2.32  0.315
H: 1.85 -1.17 1.30  0.240

---

4.
DFT (wB97M-V/def2-TZVPD) results for a 2-piece molecular cluster, C2H11N4 overall.

Calculated values
- LUMO: -4.98 eV
- Maximum force: 4.7 eV/Å
- HOMO-LUMO gap: 8.63 eV
- E_tot: -301.4842 Ha
- Total charge: +1

Last column: Mulliken charge in e.
Geometry (Å):
C: -1.93 -0.28 0.35  -0.971
C: -0.22 -1.25 -1.21  -0.412
N: 0.54 -1.86 -0.21  -0.479
N: 1.48 1.85 0.86  -0.632
N: -0.95 -0.06 -0.57  0.743
N: -0.40 1.02 -0.71  -0.593
H: -1.67 -0.93 1.20  0.364
H: -2.39 0.50 0.86  0.410
H: -2.80 -0.73 -0.07  0.373
H: -0.90 -1.93 -1.70  0.341
H: 0.47 -0.84 -2.00  0.355
H: 0.33 -2.86 0.00  0.239
H: 2.43 2.15 0.64  0.210
H: 0.95 2.53 1.35  0.237
H: 1.40 0.94 1.29  0.235
H: 1.49 -1.76 -0.45  0.238
H: -0.98 1.84 -0.27  0.343

---

5.
DFT (wB97M-V/def2-TZVPD) results for a 2-piece molecular cluster, C5H12O2PS overall.

Calculated values
- LUMO (spin up / spin down): 3.47 / 3.49 eV
- Maximum force: 4.7 eV/Å
- HOMO-LUMO gap (spin up / spin down): 7.13 / 6.60 eV
- E_tot: -1087.7571 Ha
- Total charge: -1

Last column: Mulliken charge in e.
Geometry (Å):
C: -0.46 -2.25 -0.42  -1.268
C: -1.41 2.53 -0.05  -1.235
C: -1.21 -1.00 0.16  -0.259
C: -0.44 1.42 -0.55  0.065
C: -0.33 0.24 0.34  -0.807
O: 2.70 -1.74 -1.07  -0.584
O: 2.42 -1.16 1.43  -0.507
P: 2.36 -0.65 -0.16  0.574
S: 3.52 0.98 -0.24  -0.584
H: 0.12 -1.96 -1.28  0.351
H: 0.18 -2.74 0.30  0.293
H: -1.20 -3.01 -0.75  0.356
H: -0.99 3.19 0.59  0.371
H: -1.89 3.14 -0.92  0.261
H: -2.19 1.97 0.34  0.381
H: -1.50 -1.23 1.22  0.184
H: -2.17 -0.65 -0.28  0.380
H: -0.71 1.13 -1.63  0.222
H: 0.71 1.79 -0.46  0.033
H: -0.10 0.50 1.33  0.472
H: 2.56 -0.49 2.10  0.302

---

6.
DFT (wB97M-V/def2-TZVPD) results for a 3-piece molecular cluster, C3H10N2 overall.

Calculated values
- LUMO: 0.96 eV
- Maximum force: 1.1 eV/Å
- HOMO-LUMO gap: 8.23 eV
- E_tot: -229.6535 Ha

Last column: Mulliken charge in e.
Geometry (Å):
C: -1.50 -0.05 1.80  -0.510
N: -0.50 0.86 1.76  -0.283
H: -0.12 1.19 0.87  0.304
H: 0.08 0.97 2.58  0.209
H: -2.09 -0.07 0.88  0.306
H: -1.36 -1.11 2.36  0.143
H: -1.00 -1.69 1.56  -0.059
C: 0.89 -0.94 -1.25  -0.863
C: 0.82 0.45 -1.76  0.070
N: 0.45 1.43 -1.04  -0.539
H: 0.46 2.31 -1.54  0.180
H: 1.12 0.59 -2.81  0.344
H: 0.30 -1.61 -1.88  0.278
H: 1.92 -1.31 -1.29  0.288
H: 0.53 -1.02 -0.22  0.132

---

Please write out number 6 again, unchanged.
DFT (wB97M-V/def2-TZVPD) results for a 3-piece molecular cluster, C3H10N2 overall.

Calculated values
- LUMO: 0.96 eV
- Maximum force: 1.1 eV/Å
- HOMO-LUMO gap: 8.23 eV
- E_tot: -229.6535 Ha

Last column: Mulliken charge in e.
Geometry (Å):
C: -1.50 -0.05 1.80  -0.510
N: -0.50 0.86 1.76  -0.283
H: -0.12 1.19 0.87  0.304
H: 0.08 0.97 2.58  0.209
H: -2.09 -0.07 0.88  0.306
H: -1.36 -1.11 2.36  0.143
H: -1.00 -1.69 1.56  -0.059
C: 0.89 -0.94 -1.25  -0.863
C: 0.82 0.45 -1.76  0.070
N: 0.45 1.43 -1.04  -0.539
H: 0.46 2.31 -1.54  0.180
H: 1.12 0.59 -2.81  0.344
H: 0.30 -1.61 -1.88  0.278
H: 1.92 -1.31 -1.29  0.288
H: 0.53 -1.02 -0.22  0.132